30
Properties=species:S:1:pos:R:3:mulliken_charge:R:1 method="wB97M-V/def2-TZVPD" de_lowest_kj_mol=18.5 homo_ev=-7.9941 max_force_ev_per_a=4.66 orbital_gap_ha=0.32244 smiles=CP[C@H](c1ccc(O)cc1)C(C)C
C 0.888 -2.992 0.385 -1.03
P 1.883 -1.457 -0.001 0.00
C 0.850 0.032 0.550 -0.27
C -0.521 -0.081 -0.134 -0.10
C -1.589 -0.386 0.746 -0.27
C -2.887 -0.572 0.250 -0.82
C -3.063 -0.325 -1.104 0.65
O -4.297 -0.694 -1.639 -0.56
C -2.077 0.095 -1.939 -0.76
C -0.812 0.248 -1.399 0.18
C 1.773 1.258 0.314 0.76
C 2.914 1.317 1.255 -1.64
C 0.903 2.531 0.511 -1.56
H 0.632 -3.286 1.375 0.36
H 1.331 -3.763 -0.212 0.39
H -0.120 -2.940 -0.095 0.27
H 1.710 -1.417 -1.359 -0.03
H 0.599 -0.185 1.729 0.29
H -1.354 -0.493 1.820 0.25
H -3.732 -0.781 0.879 0.45
H -4.545 -0.075 -2.352 0.31
H -2.426 0.113 -3.005 0.26
H 0.033 0.397 -2.163 0.22
H 2.160 1.179 -0.673 0.29
H 3.341 2.290 1.279 0.44
H 2.692 1.021 2.299 0.32
H 3.660 0.535 1.014 0.40
H 0.605 2.601 1.531 0.36
H 1.361 3.483 0.249 0.41
H 0.090 2.346 -0.110 0.44